(1)
Density functional theory data (the ωB97M-V functional and the def2-TZVPD basis) for a gas-phase ion, C5H9N4S (charge +1) in a non-equilibrium geometry.

Geometry (Å):
C -3.3058 -0.0573 0.3962
C 2.2227 -0.4303 0.8661
C 1.9127 0.8877 0.1399
C 1.7939 -1.1765 -0.3009
C 1.0105 0.0760 -0.8020
N -2.7783 -1.1651 -0.1530
N -1.6014 -1.3928 -0.3944
N -1.5667 1.3525 -0.2802
N -2.7981 1.1231 0.0698
S -0.5609 -0.0601 0.2148
H -4.3550 -0.2296 0.5277
H 3.2150 -0.6718 1.0992
H 1.5931 -0.3872 1.7562
H 1.3044 1.6549 0.6538
H 2.7072 1.3893 -0.3507
H 2.7581 -1.1920 -0.9705
H 1.2238 -2.0367 -0.3266
H 0.7299 0.4821 -1.8609
H -3.5052 1.8337 -0.2848

Atoms 1-6, force components in eV/Å:
-0.8 -3.3 -1.9
-0.2 1.8 2.2
-1.4 0.8 0.5
1.2 1.2 -4.2
-1.0 0.9 -1.4
-2.5 -0.5 1.6

## Properties
**Spin multiplicity**: 3
**E_LUMO (spin up / spin down)**: -0.1459 / -0.2634 Eh
**Total charge**: +1
**Electronic energy**: -22111.852 eV
**Kohn-Sham gap (spin up / spin down)**: 8.194 / 7.063 eV

(2)
Density functional theory data (the ωB97M-V functional and the def2-TZVPD basis) for a molecular structure, C3H6N4O in a non-equilibrium geometry.

Geometry (Å):
C -0.0145 0.5685 0.0260
C -1.0977 -0.2245 -0.0130
C -0.6729 -1.5492 -0.0460
H 0.5171 2.3214 1.0105
H -0.9828 2.4395 -0.3123
H -3.1607 -0.0524 -0.1621
H -1.2120 -2.4429 0.1276
H 2.7145 0.3390 0.7671
H 2.1824 1.0202 -0.4918
N 0.1868 1.9424 -0.1143
N 0.6229 -1.6294 -0.0181
N 1.0346 -0.3371 0.1155
N 2.3211 0.0918 -0.1391
O -2.3132 0.3915 0.0439

Atoms 1-6, force components in eV/Å:
1.3 -1.5 0.1
-2.1 0.4 -0.2
-0.7 -0.1 0.5
-1.5 -1.0 -4.3
4.8 -2.1 1.1
1.4 -0.3 0.0

## Properties
**E_LUMO**: 0.0130 Eh
**Total charge**: 0
**Electronic energy**: -11212.381 eV
**Kohn-Sham gap**: 8.542 eV

(3)
Density functional theory data (the ωB97M-V functional and the def2-TZVPD basis) for a molecular structure, C75H49Cl4N7O2PW in a non-equilibrium geometry.

Geometry (Å):
W 0.6783 0.4267 -0.0863
C -3.5259 6.9986 -0.0283
C -2.2425 7.1564 0.4809
C -1.3750 6.0750 0.5375
C -1.7855 4.8181 0.0958
C -3.0776 4.6625 -0.4003
C -3.9377 5.7497 -0.4720
C -0.8681 3.6485 0.1802
C 0.3278 3.6666 -0.5167
C 0.7997 4.7969 -1.2719
C 2.1059 4.5784 -1.5205
C 2.4091 3.2846 -0.9780
C 3.6548 2.7009 -1.0256
C 4.8482 3.5897 -1.1936
C 5.4262 4.0515 -0.0082
C 6.5110 4.9151 -0.0484
C 7.0325 5.3147 -1.2731
C 6.4655 4.8523 -2.4502
C 5.3723 3.9953 -2.4136
C 3.8592 1.3639 -0.7453
N 2.9789 0.4895 -0.1574
C 3.6336 -0.7178 -0.1410
C 3.2284 -1.8093 0.5996
C 3.9430 -3.0954 0.4016
C 3.9311 -3.6764 -0.8668
C 4.5521 -4.8970 -1.0881
C 5.2335 -5.5269 -0.0558
C 5.2895 -4.9319 1.1972
C 4.6387 -3.7288 1.4298
C 2.2630 -1.6662 1.5795
C 1.9575 -2.6160 2.5971
C 1.1230 -2.0014 3.4651
C 0.8443 -0.7045 2.9313
N 1.5556 -0.4971 1.7930
C -0.1314 0.1585 3.4419
C -0.6859 1.2030 2.7279
C -1.6833 2.0882 3.2410
C -1.9744 2.9836 2.2699
C -1.1080 2.7117 1.1694
N -0.3511 1.5860 1.4308
C -0.5937 -0.0829 4.8384
C 0.3492 -0.1624 5.8645
C -0.0483 -0.3928 7.1738
C -1.3930 -0.5625 7.4766
C -2.3392 -0.4886 6.4629
C -1.9435 -0.2489 5.1540
C 4.9143 -0.6089 -0.7588
C 5.0714 0.6891 -1.0950
N 1.3105 2.7224 -0.3991
H -4.2021 7.8426 -0.0693
H -1.9114 8.1244 0.8373
H -0.3816 6.1977 0.9533
H -3.3986 3.6826 -0.7413
H -4.9354 5.6181 -0.8757
H 0.1981 5.6498 -1.5430
H 2.8074 5.1959 -2.0597
H 5.0054 3.7370 0.9401
H 6.9488 5.2706 0.8763
H 7.8698 6.0007 -1.3026
H 6.8810 5.1561 -3.4029
H 4.9232 3.6427 -3.3358
H 3.4277 -3.1548 -1.6757
H 4.5045 -5.3546 -2.0687
H 5.7340 -6.4701 -0.2337
H 5.8441 -5.4049 1.9980
H 4.7008 -3.2528 2.4019
H 2.3304 -3.6277 2.6379
H 0.6903 -2.4248 4.3556
H -2.0973 2.0545 4.2344
H -2.6611 3.8149 2.3163
H 1.3995 -0.0283 5.6329
H 0.6930 -0.4432 7.9620
H -1.7050 -0.7468 8.4972
H -3.3913 -0.6272 6.6845
H -2.6905 -0.2239 4.3667
H 5.6218 -1.4163 -0.8760
H 5.9178 1.1661 -1.5656
Cl 1.6124 0.4187 -6.8210
C 0.9999 0.7469 -5.2509
C 0.0155 1.7166 -5.0599
Cl -0.5999 2.5919 -6.4048
C -0.5021 1.9585 -3.7848
Cl -1.7255 3.1389 -3.5245
C -0.0168 1.2470 -2.7086
O -0.4369 1.3192 -1.4412
C 0.9777 0.2851 -2.9035
O 1.3154 -0.3465 -1.7855
C 1.4753 0.0188 -4.1579
Cl 2.6515 -1.2301 -4.3281
N -2.5530 -1.5384 -4.4113
C -1.5435 -1.5951 -3.5027
N -1.7480 -0.8614 -2.4417
C -2.9733 -0.2238 -2.6890
C -3.6340 0.7771 -1.9751
C -4.8605 1.2020 -2.4441
C -5.4236 0.6740 -3.6161
C -4.7477 -0.2563 -4.3803
C -3.5075 -0.6734 -3.9047
H -2.5819 -2.0248 -5.2889
H -0.6571 -2.1940 -3.6799
H -3.1745 1.2159 -1.1015
H -5.4055 1.9675 -1.9026
H -6.3934 1.0284 -3.9428
H -5.1598 -0.6307 -5.3099
N -0.3762 -1.0767 0.3096
P -1.4645 -2.2362 0.1104
C -1.5601 -3.3707 1.5479
C -1.4341 -4.7522 1.4380
C -1.5438 -5.5522 2.5684
C -1.7766 -4.9831 3.8088
C -1.9076 -3.6042 3.9279
C -1.8072 -2.8059 2.7998
C -1.0191 -3.4095 -1.1824
C -1.9326 -4.1580 -1.9177
C -1.4799 -5.0436 -2.8825
C -0.1170 -5.1961 -3.1071
C 0.7958 -4.4506 -2.3725
C 0.3488 -3.5503 -1.4161
C -3.1701 -1.6296 0.2206
C -4.3182 -2.3609 -0.0670
C -5.5569 -1.8865 0.3366
C -5.6640 -0.7053 1.0591
C -4.5243 0.0309 1.3498
C -3.2871 -0.4261 0.9237
H -1.2572 -5.2081 0.4724
H -1.4485 -6.6268 2.4761
H -1.8634 -5.6140 4.6854
H -2.0867 -3.1505 4.8947
H -1.9256 -1.7341 2.8679
H -2.9961 -4.0385 -1.7628
H -2.1930 -5.6091 -3.4702
H 0.2309 -5.8959 -3.8561
H 1.8545 -4.5660 -2.5631
H 1.0428 -2.9276 -0.8666
H -4.2688 -3.3044 -0.5933
H -6.4465 -2.4571 0.0993
H -6.6337 -0.3703 1.4053
H -4.5958 0.9566 1.9092
H -2.3882 0.1407 1.1172

Atoms 1-6, force components in eV/Å:
0.7 -0.5 2.0
0.1 0.0 0.0
0.0 0.0 0.0
-0.1 0.0 0.1
-0.1 0.0 -0.1
0.1 -0.1 0.0

## Properties
**E_LUMO**: -0.1465 Eh
**Total charge**: +1
**Electronic energy**: -154298.775 eV
**Kohn-Sham gap**: 5.302 eV

(4)
Density functional theory data (the ωB97M-V functional and the def2-TZVPD basis) for a molecular structure, C4H5I2LiO5 in a non-equilibrium geometry.

Geometry (Å):
Li -0.3631 -0.9818 -1.4801
O 2.1524 1.4418 -0.3183
C 1.5159 0.2976 -0.3999
O 1.3032 -0.2903 -1.4458
C 1.0782 -0.2220 0.9549
O 0.2974 -1.3842 0.8232
C -1.0518 -1.3149 1.3131
C -1.8880 -0.7151 0.1750
O -2.3117 0.4587 0.3300
O -1.9193 -1.3800 -0.8878
H 2.3496 1.7972 -1.1998
H 0.5622 0.5854 1.4810
H 1.9900 -0.4652 1.5092
H -1.1169 -0.7087 2.2162
H -1.3534 -2.3396 1.5167
I -1.3605 1.8561 -1.3965
I 0.1156 3.3648 -3.1912

Atoms 1-6, force components in eV/Å:
0.5 -0.4 -0.8
0.2 0.1 0.3
-0.1 -0.2 -0.2
0.5 0.3 0.2
0.0 0.0 0.1
0.1 0.0 -0.1

## Properties
**E_LUMO**: -0.0304 Eh
**Total charge**: 0
**Electronic energy**: -30875.314 eV
**Kohn-Sham gap**: 8.151 eV

> electronic energy of number 3 (C75H49Cl4N7O2PW)?

-154298.775 eV

Please write out number 1 again, unchanged.
Density functional theory data (the ωB97M-V functional and the def2-TZVPD basis) for a gas-phase ion, C5H9N4S (charge +1) in a non-equilibrium geometry.

Geometry (Å):
C -3.3058 -0.0573 0.3962
C 2.2227 -0.4303 0.8661
C 1.9127 0.8877 0.1399
C 1.7939 -1.1765 -0.3009
C 1.0105 0.0760 -0.8020
N -2.7783 -1.1651 -0.1530
N -1.6014 -1.3928 -0.3944
N -1.5667 1.3525 -0.2802
N -2.7981 1.1231 0.0698
S -0.5609 -0.0601 0.2148
H -4.3550 -0.2296 0.5277
H 3.2150 -0.6718 1.0992
H 1.5931 -0.3872 1.7562
H 1.3044 1.6549 0.6538
H 2.7072 1.3893 -0.3507
H 2.7581 -1.1920 -0.9705
H 1.2238 -2.0367 -0.3266
H 0.7299 0.4821 -1.8609
H -3.5052 1.8337 -0.2848

Atoms 1-6, force components in eV/Å:
-0.8 -3.3 -1.9
-0.2 1.8 2.2
-1.4 0.8 0.5
1.2 1.2 -4.2
-1.0 0.9 -1.4
-2.5 -0.5 1.6

## Properties
**Spin multiplicity**: 3
**E_LUMO (spin up / spin down)**: -0.1459 / -0.2634 Eh
**Total charge**: +1
**Electronic energy**: -22111.852 eV
**Kohn-Sham gap (spin up / spin down)**: 8.194 / 7.063 eV